Entry 1:
Below is a cluster of 2 separate species, C2H6INO in total in a non-equilibrium geometry, with properties calculated with ωB97M-V/def2-TZVPD.

* M: 186.98 g mol⁻¹
* relative energy (zero: lowest compared OMol25 entry of this formula, charge and spin): 419.8 kJ/mol
* charge: 0

Geometry as XYZ:
```
11
Properties=species:S:1:pos:R:3:forces:R:3:mulliken_charge:R:1
C 1.14905 0.58729 0.31091 -1.2 1.3 0.6 -0.587
C -1.50461 -0.79525 0.83242 -0.8 1.5 3.0 -0.926
N 0.36660 0.17944 -1.88512 1.1 3.2 3.1 -0.430
O 0.58244 -0.30971 -0.60790 0.8 -0.2 -1.8 -0.075
I -2.70498 0.13341 -0.48528 -0.2 0.0 -0.2 0.121
H 1.82092 0.07402 0.94212 0.7 -1.0 0.6 0.287
H 0.36313 1.01195 0.95417 0.1 -0.1 -0.3 0.233
H 1.70155 1.40660 -0.09362 0.2 0.4 -1.0 0.337
H -0.68440 -1.35971 0.55087 0.8 -1.3 -0.9 0.485
H -1.33962 -0.28565 1.83259 -0.7 -0.6 -1.4 0.318
H 0.24991 -0.64239 -2.35117 -0.8 -3.2 -1.8 0.237
```
Positions in Å, forces in eV/Å.

Entry 2:
Below is a structure of composition C2H6InO2 in a non-equilibrium geometry, with properties calculated with ωB97M-V/def2-TZVPD.

* M: 176.89 g mol⁻¹
* relative energy (zero: lowest compared OMol25 entry of this formula, charge and spin): 0.0 kJ/mol
* charge: +1

Geometry as XYZ:
```
11
Properties=species:S:1:pos:R:3:forces:R:3:mulliken_charge:R:1
In 0.76235 -0.97252 -0.24774 -1.2 2.7 -0.1 1.473
C -0.96056 -1.47527 2.58648 -2.1 -0.8 -0.4 -0.527
O -0.03836 -0.94541 1.65238 1.7 0.6 -1.0 -0.464
H -0.97154 -1.01413 3.57407 1.2 1.0 -0.2 0.271
H -1.96607 -1.26430 2.22242 -0.1 -0.2 -0.2 0.271
H -0.93811 -2.52134 2.89199 0.7 -0.3 -0.8 0.297
C 0.82321 1.65095 -2.54365 1.6 0.7 -0.9 -0.513
O 0.66854 0.54634 -1.66646 -1.1 -2.2 2.3 -0.574
H 1.61257 2.34354 -2.25155 0.0 -0.1 0.6 0.251
H 1.09771 1.41466 -3.57172 -0.1 -0.8 0.1 0.259
H -0.08979 2.23748 -2.64618 -0.5 -0.4 0.7 0.257
```
Positions in Å, forces in eV/Å.

Entry 3:
Below is a structure of composition C2H6KN2O4, with properties calculated with ωB97M-V/def2-TZVPD.

* M: 161.18 g mol⁻¹
* charge: +1

Geometry as XYZ:
```
15
Properties=species:S:1:pos:R:3:forces:R:3:mulliken_charge:R:1
K -0.04671 -2.81955 -1.49871 -0.2 0.3 0.1 1.017
C -2.91415 0.78009 0.61426 0.3 0.8 -0.4 -0.649
N -2.81791 0.10279 -0.70270 0.0 -0.3 0.1 0.775
O -1.87158 -0.66512 -0.86058 0.2 -0.3 0.0 -0.518
O -3.65538 0.32379 -1.52931 -0.1 0.0 -0.2 -0.458
H -3.32323 0.09113 1.34134 0.1 -0.1 0.1 0.281
H -3.54856 1.64676 0.46430 -0.2 -0.1 0.1 0.306
H -1.90332 1.11436 0.83025 0.0 -0.2 0.4 0.248
C 3.46326 0.19383 0.14156 0.1 0.3 -0.1 -0.683
N 2.12739 -0.44472 0.22389 0.1 -0.2 0.0 0.839
O 1.26302 0.19553 0.75619 -0.3 -0.1 0.0 -0.464
O 1.98228 -1.58657 -0.20997 0.0 0.1 -0.2 -0.593
H 4.10198 -0.28173 -0.59121 -0.2 -0.3 0.0 0.299
H 3.87687 0.12185 1.14380 0.1 0.1 0.0 0.292
H 3.26603 1.22756 -0.12310 0.1 0.1 0.1 0.306
```
Positions in Å, forces in eV/Å.

no.,electronic energy (hartree)
1,-507.27549
2,-419.97813
3,-1089.85228